(1)
The following is a DFT calculation (ωB97M-V/def2-TZVPD) of 14 unconnected molecules or ions with the total composition C48H60F8O42.

```
158
Properties=species:S:1:pos:R:3:forces:R:3
C 4.8802 -24.8154 -1.7724 -1.0 0.2 -0.3
C 3.8588 -24.0448 -0.9807 -1.4 1.0 -1.2
O 2.6985 -24.1904 -1.8128 -0.5 0.1 1.1
C 3.0384 -24.4690 -3.0669 0.6 -0.8 -0.5
O 2.2551 -24.5628 -3.9702 0.4 0.3 0.2
O 4.3681 -24.7149 -3.1334 0.0 0.1 0.3
F 4.0672 -22.6542 -0.9626 0.4 -1.4 0.2
H 4.8415 -25.8712 -1.4687 0.4 0.3 -0.1
H 5.8194 -24.3129 -1.6832 0.8 -0.2 -0.2
H 3.5958 -24.4003 0.0008 0.2 0.1 0.3
C -0.1619 -20.9268 -2.7057 0.1 -0.6 0.0
C -0.6398 -19.4832 -2.7349 -0.6 -0.8 0.3
O 0.1429 -18.8437 -1.8117 0.8 0.6 0.3
C 0.7991 -19.7482 -1.0283 1.5 -0.1 0.5
O 1.4982 -19.4422 -0.0989 -1.1 -0.3 -0.7
O 0.6438 -20.9934 -1.5190 0.0 0.8 0.3
F -1.9268 -19.3262 -2.2911 -0.8 -0.5 0.2
H 0.4865 -21.1613 -3.5929 -0.9 0.0 0.9
H -1.0024 -21.6104 -2.5059 0.4 0.1 -0.7
H -0.6489 -19.0641 -3.7094 0.5 0.7 -0.8
C 2.0058 -28.2843 -5.7851 0.2 0.1 -0.2
C 1.8699 -29.6157 -5.0344 -0.3 0.7 0.7
O 2.4852 -29.3886 -3.7592 -0.3 1.4 -1.4
C 3.1572 -28.1728 -3.8531 -0.7 -0.3 -0.1
O 3.7858 -27.7484 -2.9483 0.7 0.3 0.7
O 2.9642 -27.5318 -5.0252 -0.2 -1.1 0.9
F 2.6226 -30.5302 -5.6508 0.7 -1.3 -0.8
H 1.0703 -27.7413 -5.8441 0.0 0.0 0.1
H 2.4453 -28.4095 -6.7809 -0.4 -0.2 0.2
H 0.8480 -30.0168 -4.9232 0.5 0.4 0.2
C -3.9347 -27.0776 -4.8293 0.3 -0.3 -1.2
C -4.3787 -28.2370 -3.9630 0.3 0.2 -1.2
O -5.5503 -27.7526 -3.4085 -0.6 0.2 0.3
C -5.6688 -26.3932 -3.6075 -0.7 -0.2 0.8
O -6.5410 -25.7542 -3.0860 1.0 -0.3 -0.7
O -4.7071 -25.9809 -4.4375 -0.7 1.3 1.5
F -3.4633 -28.4400 -2.9696 -0.2 -0.4 -0.2
H -4.2123 -27.1512 -5.8532 0.0 -1.0 -1.0
H -2.8774 -26.8958 -4.8387 0.5 0.2 0.6
H -4.5808 -29.1349 -4.5962 0.3 0.3 1.1
C -5.4598 -27.8673 -0.0668 -0.9 -0.5 -0.4
C -5.8842 -27.7834 1.4320 1.1 -0.6 -2.4
O -4.8673 -28.5384 2.0627 -1.2 0.4 0.1
C -4.1785 -29.2659 1.1390 -2.0 2.4 -1.9
O -3.3977 -30.0692 1.3876 2.9 -2.9 1.3
O -4.4990 -28.9345 -0.1378 -0.7 0.8 1.2
F -7.1459 -28.2925 1.5775 0.3 -0.6 0.4
H -5.1125 -26.9436 -0.5461 0.3 -0.2 0.6
H -6.3179 -28.2083 -0.6356 -0.3 0.1 -0.1
H -5.9472 -26.7815 1.7370 0.3 1.1 1.0
C -0.3891 -30.2174 -0.1312 -0.2 0.4 -0.3
C -1.0306 -30.9597 -1.2931 0.4 0.1 0.8
O -0.5152 -32.2564 -1.0805 -1.2 -0.6 -1.8
C 0.5664 -32.2478 -0.2692 -1.1 0.6 0.3
O 1.3280 -33.1102 -0.0689 1.0 -1.9 -0.4
O 0.5726 -31.1246 0.3933 0.5 2.0 0.7
F -0.4963 -30.4569 -2.4905 -0.7 -0.5 0.5
H -1.1197 -29.9993 0.6396 0.1 0.3 0.0
H 0.1123 -29.3543 -0.5651 0.0 0.1 0.5
H -2.1543 -30.8829 -1.2683 1.3 -0.5 -0.6
C -3.6066 -25.3809 3.6209 -1.0 0.4 0.7
C -3.8893 -24.6755 2.2829 2.1 -1.1 0.3
O -3.5285 -23.3716 2.5634 -0.2 0.8 -1.1
C -3.4443 -23.0912 3.8835 -1.5 -0.5 -0.3
O -3.4583 -21.9688 4.2850 0.7 -0.6 0.5
O -3.5175 -24.2504 4.5670 0.3 -0.3 -0.1
F -5.1823 -24.7780 1.8263 0.0 0.3 0.7
H -2.6885 -25.9843 3.6713 -0.2 0.5 -0.3
H -4.4570 -26.0196 3.9074 0.3 0.3 0.1
H -3.2284 -25.1057 1.5306 -0.5 0.5 -0.1
C -0.5430 -24.4343 -6.0882 -0.6 -1.6 1.2
C -1.2042 -23.1051 -6.2286 -1.9 0.5 1.7
O -1.3787 -22.9722 -7.6016 -0.2 0.7 -0.2
C -0.4316 -23.6825 -8.1889 2.0 -1.8 -3.1
O -0.1023 -23.6351 -9.3661 -0.9 0.1 2.5
O 0.1107 -24.6011 -7.3188 -0.3 0.9 -1.5
F -0.4150 -22.0887 -5.7830 0.5 0.4 0.0
H -1.3230 -25.2419 -5.9499 0.7 0.8 -0.1
H 0.2086 -24.5286 -5.3064 -0.2 0.3 0.2
H -2.1863 -22.9858 -5.7121 0.9 -0.3 -0.6
C -5.5107 -22.7348 -0.5455 -0.1 0.5 0.9
C -5.1554 -22.9052 -1.9767 -0.6 -2.1 0.3
C -4.7158 -21.7181 -2.7028 -0.1 2.7 -0.6
O -3.5722 -22.0844 -3.4474 -0.4 0.5 0.1
C -3.2145 -23.2997 -3.0559 -0.6 0.2 -0.2
O -2.2968 -23.8129 -3.5980 1.6 -1.7 0.0
O -4.0282 -23.7980 -2.1331 0.8 -0.3 0.1
H -5.6438 -23.6830 -0.0330 0.0 -0.1 -0.2
H -6.4695 -22.2140 -0.4777 0.0 0.1 0.0
H -4.7656 -22.1543 0.0197 -0.1 -0.2 -0.3
H -5.9497 -23.4306 -2.4978 -0.3 0.0 -0.1
H -4.4383 -20.9087 -2.0203 0.0 0.0 -0.1
H -5.4525 -21.3746 -3.4228 -0.2 0.2 0.1
C 6.3204 -29.3705 1.0638 0.8 0.1 0.9
C 5.3118 -28.7367 0.1324 0.4 -0.4 0.1
C 4.0632 -29.5812 -0.2149 0.3 2.5 0.8
O 3.0221 -28.5566 -0.2411 -0.4 -0.4 0.2
C 3.3773 -27.6020 0.5951 1.3 1.1 0.1
O 2.7070 -26.7114 1.0271 -0.7 0.0 -0.1
O 4.7092 -27.6620 0.8657 -0.4 0.1 -0.1
H 5.8482 -29.8802 1.9010 -0.4 -0.3 -0.1
H 6.9221 -28.5929 1.6068 -0.3 -0.5 -1.0
H 6.9947 -30.0902 0.5765 -0.2 0.4 0.0
H 5.8548 -28.3507 -0.7436 -0.5 0.1 0.1
H 3.8262 -30.1345 0.6698 -0.1 -1.4 -0.1
H 4.0298 -29.9593 -1.1961 0.2 -1.3 -0.8
C -2.8579 -19.0332 2.9915 -0.5 0.3 1.7
C -1.9243 -19.7337 2.0757 0.0 -0.7 -1.9
C -0.7236 -20.5213 2.5867 -0.4 0.2 -2.0
O -0.6235 -21.7073 1.7325 0.1 1.2 0.8
C -1.7095 -21.7415 0.9539 -0.4 0.7 1.8
O -1.8466 -22.5438 0.1048 -0.7 -0.7 -1.5
O -2.6205 -20.8189 1.3810 0.2 0.1 -1.0
H -3.1621 -19.5172 3.9462 0.7 -0.1 -0.7
H -3.7910 -18.7642 2.5328 -0.4 -0.3 -0.8
H -2.4585 -18.0556 3.2169 0.5 0.3 0.3
H -1.6034 -18.9987 1.2931 -0.2 -0.6 0.4
H -0.9095 -20.7578 3.5712 0.0 -1.0 2.3
H 0.1692 -19.9951 2.4082 1.2 0.7 0.2
C -0.1129 -26.6617 -2.7452 1.1 1.1 1.2
C 0.0118 -26.6624 -1.2059 -0.8 0.4 -0.2
C -0.0829 -25.2560 -0.5189 -0.2 -1.6 -0.2
O -1.2223 -25.4252 0.3806 0.8 1.0 -0.1
C -1.8617 -26.5504 0.1314 1.4 -0.8 -0.2
O -2.8504 -26.8994 0.6986 -0.9 -0.1 0.4
O -1.2058 -27.3112 -0.7407 0.0 -0.2 0.0
H -0.1491 -27.6856 -3.0740 -0.2 -0.4 -0.3
H 0.8262 -26.1872 -3.0899 -0.6 -0.2 -0.3
H -0.9972 -26.0624 -3.0636 0.6 -0.5 0.2
H 0.8780 -27.2150 -0.7944 -0.5 0.1 -0.5
H -0.3289 -24.5104 -1.2444 -0.1 0.7 -0.2
H 0.8408 -25.0321 0.0184 -0.4 0.1 0.2
C 1.4989 -23.8199 3.1287 0.0 -1.2 -0.6
C 2.6480 -22.8886 2.8652 2.5 -0.2 -0.6
C 3.6982 -22.5746 3.9780 -2.3 1.9 -0.7
O 4.9620 -22.7977 3.4572 1.2 -0.6 -0.1
C 4.9215 -23.5238 2.2843 -1.5 1.3 1.8
O 5.8847 -23.9830 1.7640 -0.7 0.0 -0.4
O 3.6179 -23.5449 1.9263 -0.5 -0.7 -1.0
H 1.0220 -24.1605 2.1585 0.5 0.5 1.2
H 0.7499 -23.3967 3.7698 -0.5 0.8 0.0
H 1.7994 -24.6990 3.7101 0.4 -0.1 -0.4
H 2.3272 -21.9548 2.4096 -0.1 -0.1 -0.4
H 3.4216 -23.1529 4.8085 0.4 -1.1 1.4
H 3.5696 -21.5107 4.2572 0.4 -0.5 0.0
C -0.4593 -28.1426 -10.4016 0.5 -1.4 -1.0
C -0.6480 -27.0835 -9.4063 -0.6 -0.9 1.6
C -2.1712 -26.8233 -9.0588 1.1 1.2 -2.4
O -2.4310 -27.4029 -7.8056 2.1 -0.4 0.3
C -1.1934 -27.8271 -7.3095 -0.8 -0.6 3.4
O -1.0809 -28.2496 -6.1526 -0.6 0.8 -2.7
O -0.1831 -27.6795 -8.1303 -0.6 0.5 -0.4
H -1.0804 -29.0475 -10.2039 0.1 0.8 -0.3
H 0.5748 -28.4975 -10.3292 0.0 0.1 -0.2
H -0.5849 -27.7249 -11.4080 -0.3 -0.4 0.1
H 0.0432 -26.2677 -9.6111 -0.7 0.5 0.2
H -2.7818 -27.2861 -9.8610 0.1 0.2 0.7
H -2.2948 -25.7296 -9.1075 -0.5 -0.4 0.6
```
Forces are in eV/Å.

## Properties
Total charge: 0
2S+1: 1

(2)
The following is a DFT calculation (ωB97M-V/def2-TZVPD) of C7H7N5 in the gas phase.

```
19
Properties=species:S:1:pos:R:3:forces:R:3
C 2.7100 -1.0043 0.2663 1.9 -2.6 0.2
C 2.9333 0.0082 -0.6763 -0.8 -0.2 0.3
C -2.8265 -1.0737 -0.5778 1.1 0.1 0.5
C 1.4712 -0.7785 0.8216 0.5 -0.7 0.8
C -1.4947 -0.9444 -0.3842 0.8 -2.3 -0.7
C -2.5115 0.8545 0.2603 -0.2 -2.7 -1.1
C -0.1507 1.0729 0.3592 2.1 5.1 -0.2
N -3.4450 0.0557 -0.1394 -1.0 0.6 0.0
N 1.9369 0.8487 -0.6856 -0.4 0.4 0.3
N -0.2162 2.4384 0.4709 -2.4 -6.8 -0.5
N -1.2488 0.3104 0.1325 -1.8 -0.2 0.7
N 1.1181 0.3573 0.2413 -3.9 2.9 -0.4
H 3.4244 -1.8530 0.4289 -1.1 1.0 0.0
H 3.5916 0.1793 -1.4681 1.6 -0.3 -0.6
H -3.2847 -1.9544 -0.9793 -0.5 0.0 0.0
H 0.7974 -1.2316 1.5887 1.1 0.3 -0.9
H -0.8349 -1.8027 -0.5574 0.4 1.1 0.2
H -2.6663 1.7968 0.5597 -0.3 3.3 1.2
H 0.6966 2.7205 0.3387 2.7 1.0 0.2
```
Forces are in eV/Å.

## Properties
Energy above the lowest of the compared OMol25 structures with the same formula, charge and spin: 133.1 kJ/mol
Total charge: 0
2S+1: 1

(3)
The following is a DFT calculation (ωB97M-V/def2-TZVPD) of a molecular structure, C43H57N8O6PPbS.

```
117
Properties=species:S:1:pos:R:3:forces:R:3
Pb -0.6382 0.5630 -0.0253 0.2 0.1 -0.8
O -0.5176 2.4164 -4.4809 0.0 0.0 -0.5
C -0.5243 1.6970 -3.3745 0.3 0.5 0.3
O 0.0210 2.0550 -2.3521 0.0 -0.1 0.1
C -1.2904 0.4253 -3.5136 -0.3 -0.6 -0.4
C -1.6905 -0.0553 -4.7562 0.1 0.0 0.2
C -2.4880 -1.1923 -4.7876 0.1 0.1 0.1
C -2.8761 -1.7823 -3.5948 0.2 0.1 0.2
C -2.3798 -1.2582 -2.3976 0.3 -0.2 -0.8
N -1.5744 -0.2063 -2.3789 -0.2 0.0 -0.3
C -2.6029 -1.9385 -1.0728 0.4 0.1 -0.2
O -3.7057 -2.6295 -0.9018 -0.3 -0.4 0.1
O -1.7197 -1.9323 -0.2374 -0.3 -0.2 -0.2
H -0.0411 3.2574 -4.3686 -0.1 -0.2 0.2
H -1.3759 0.4489 -5.6564 -0.1 0.0 -0.1
H -2.8114 -1.5986 -5.7337 -0.1 -0.1 -0.1
H -3.5174 -2.6504 -3.5870 0.0 -0.1 0.0
H -4.4587 -2.2206 -1.3679 0.2 0.0 0.1
N -3.2157 4.9604 -5.1815 0.2 0.3 -0.3
C -3.5760 4.0932 -4.1960 -0.1 -0.4 0.4
C -3.7470 2.7241 -4.4549 -0.1 0.2 0.1
C -4.0368 1.8557 -3.4218 -0.1 0.0 0.1
C -4.1611 2.3303 -2.1281 -0.1 -0.5 0.4
C -4.0359 3.6827 -1.8585 -0.1 0.2 -0.1
C -3.7419 4.5555 -2.8803 0.0 -0.1 -0.1
S -4.3499 1.2027 -0.7664 0.5 0.1 0.0
O -4.2798 -0.1466 -1.3146 -0.3 0.6 0.1
O -5.4824 1.4908 0.0460 -0.1 0.2 0.0
N -2.9237 1.3910 0.0464 -0.9 -1.1 -1.0
C -2.6842 2.4154 0.8488 0.3 1.2 1.0
N -3.5765 3.3567 1.1564 -0.6 -0.1 -0.2
C -3.2214 4.3198 1.9738 0.4 0.1 0.2
C -1.9368 4.4208 2.5065 0.1 -0.1 -0.1
C -1.0455 3.4366 2.1188 -0.1 0.5 0.4
N -1.4083 2.4401 1.3258 -0.1 -0.2 -0.1
H -3.3430 4.6823 -6.1410 0.0 0.1 0.1
H -3.2968 5.9449 -4.9851 0.0 -0.1 -0.2
H -3.6596 2.3595 -5.4673 0.0 -0.1 -0.1
H -4.1920 0.8029 -3.5976 0.0 -0.1 -0.1
H -4.1957 4.0235 -0.8485 0.0 0.2 0.0
H -3.6434 5.6099 -2.6780 0.0 0.2 0.0
H -3.9926 5.0429 2.2037 0.0 0.1 0.1
H -1.6529 5.2290 3.1582 0.1 0.0 0.1
H -0.0101 3.4356 2.4382 0.0 0.0 0.0
C -3.1892 -1.1978 2.4517 0.0 0.1 -0.1
C -1.9650 -0.7093 3.2263 0.1 -0.2 -0.1
C -2.0196 -1.1394 4.6947 0.1 0.1 -0.1
P -0.3848 -1.0277 2.2662 0.1 -0.2 1.9
C 0.9437 -0.6447 3.5541 -0.2 -0.2 -0.2
C 2.3596 -0.8866 3.0486 -0.1 -0.1 0.0
C 0.8147 0.7963 4.0331 -0.2 -0.1 0.0
C -0.2162 -2.8232 1.9944 -0.2 0.3 0.1
C -0.9495 -3.7817 2.6628 0.0 0.2 0.0
C -0.8690 -5.1413 2.3494 0.1 0.2 -0.1
C -1.6682 -6.1379 3.1006 0.0 -0.1 0.1
C -0.0447 -5.5387 1.2829 0.2 0.0 -0.2
C 0.7398 -4.6316 0.6343 0.1 -0.2 0.0
C 0.7053 -3.2489 0.9836 0.0 -0.4 0.1
N 1.4060 -2.3499 0.3142 -0.5 0.4 -0.1
C 2.5526 -2.6040 -0.3307 0.6 -0.3 -0.2
C 2.7724 -1.9359 -1.5776 0.0 0.3 -0.2
C 1.6334 -1.2314 -2.2388 0.0 0.1 0.1
C 3.9700 -2.0697 -2.2378 -0.1 0.0 0.1
C 5.0142 -2.8416 -1.7200 -0.3 0.0 0.2
C 6.2964 -2.9833 -2.4563 0.1 0.0 -0.1
C 4.8101 -3.4727 -0.4932 -0.1 0.0 -0.1
C 3.6193 -3.4051 0.2024 -0.1 -0.2 0.0
C 3.5695 -4.0957 1.5315 0.0 0.0 0.1
H -4.0875 -0.9766 3.0241 -0.1 0.0 0.0
H -3.1619 -2.2675 2.2640 0.0 -0.1 0.0
H -3.2734 -0.6876 1.4943 -0.1 -0.1 0.0
H -2.0001 0.3897 3.2090 0.1 -0.1 0.0
H -2.0993 -2.2146 4.8187 0.0 -0.1 0.0
H -2.9072 -0.6987 5.1450 -0.1 0.0 0.0
H -1.1600 -0.7948 5.2617 0.0 0.0 0.1
H 0.7540 -1.3347 4.3817 -0.1 0.0 0.0
H 2.7237 -0.0247 2.4979 0.1 0.1 -0.1
H 2.4238 -1.7570 2.4058 0.2 -0.1 0.0
H 3.0280 -1.0375 3.8950 0.1 0.0 0.0
H 0.9574 1.4815 3.2012 0.1 0.2 -0.1
H 1.5849 0.9993 4.7764 0.0 0.0 0.0
H -0.1504 1.0025 4.4864 -0.1 0.1 0.1
H -1.6093 -3.4908 3.4629 0.0 0.0 0.0
H -1.8512 -5.8122 4.1213 0.0 0.0 0.1
H -1.1763 -7.1069 3.1069 0.0 -0.1 0.0
H -2.6398 -6.2644 2.6181 -0.1 0.0 0.0
H -0.0350 -6.5758 0.9847 0.0 -0.1 0.0
H 1.3612 -4.9271 -0.1997 0.0 -0.1 0.0
H 1.1906 -1.8772 -2.9998 -0.1 0.0 0.0
H 1.9707 -0.3230 -2.7336 0.0 0.1 -0.1
H 0.8580 -1.0015 -1.5104 0.0 0.0 -0.2
H 4.1021 -1.5912 -3.1969 0.0 0.0 -0.1
H 6.1598 -2.8049 -3.5198 0.0 0.0 -0.1
H 6.7333 -3.9683 -2.3052 0.0 0.0 0.0
H 7.0198 -2.2487 -2.0960 0.0 0.0 0.1
H 5.6133 -4.0644 -0.0780 0.1 0.0 0.1
H 4.4619 -3.8475 2.1066 0.0 0.0 0.0
H 3.5731 -5.1762 1.3818 0.0 0.0 0.0
H 2.6876 -3.8515 2.1183 0.1 0.0 0.1
C 4.2104 2.6552 1.4933 -0.2 0.2 -0.2
C 3.2881 3.3777 0.5085 0.3 0.1 0.0
C 3.1768 4.8504 0.8979 0.0 -0.3 0.0
C 3.8332 3.2591 -0.9240 -0.2 0.0 0.3
N 1.9322 2.8152 0.6486 -0.1 0.0 0.1
N 1.7757 1.4846 0.1629 0.6 0.3 0.1
H 5.1877 3.1275 1.4934 0.2 0.0 0.0
H 4.3480 1.6089 1.2238 0.1 -0.1 0.0
H 3.7970 2.7121 2.4971 0.0 0.0 0.1
H 4.1615 5.3069 0.9229 0.1 0.1 0.0
H 2.7278 4.9456 1.8822 -0.1 0.0 0.2
H 2.5653 5.3942 0.1818 -0.1 0.1 -0.1
H 4.7291 3.8652 -1.0229 0.1 0.0 -0.1
H 3.0960 3.6180 -1.6426 0.0 0.0 -0.1
H 4.1020 2.2310 -1.1691 0.0 0.0 -0.1
H 1.2708 3.4001 0.1437 0.0 -0.1 0.0
H 2.3064 0.8657 0.7728 0.0 0.1 -0.2
H 2.1385 1.3838 -0.7887 0.1 0.0 0.1
```
Forces are in eV/Å.

## Properties
Energy above the lowest of the compared OMol25 structures with the same formula, charge and spin: 85.0 kJ/mol
Total charge: +2
2S+1: 1

The records above yield HOMO values of -10.987, -9.350, -11.963 eV, respectively.
The records above yield orbital gap values of 11.1, 9.5, 4.1 eV, respectively.